Record 1
Entry from the Open Molecules 2025 dataset: C8H7N3O4Ti as an isolated structure (ωB97M-V with the def2-TZVPD basis set).

Computed properties:
Kohn-Sham gap (alpha / beta) (eV): 6.34 / 6.63
Multiplicity: 3
Charge: +2
Energy above the lowest of the compared OMol25 structures with the same formula, charge and spin (kcal/mol): 0.0

Last column: Mulliken spin population.
Atoms and positions in Å:
O (3.825, -1.389, -1.929)  0.128
C (2.701, -1.151, -1.987)  -0.017
Ti (0.807, -0.737, -1.994)  1.676
C (-0.108, -2.336, -2.524)  -0.059
C (0.556, 0.547, -3.424)  -0.026
O (-0.684, -3.290, -2.795)  0.109
O (0.377, 1.342, -4.237)  0.142
C (-1.915, -1.135, 2.639)  -0.001
N (-1.104, -0.276, 1.743)  -0.001
C (-0.785, 1.001, 2.092)  0.006
C (-0.026, 1.777, 1.301)  -0.003
C (0.499, 1.340, 0.071)  0.017
N (0.154, 0.078, -0.281)  0.013
C (-0.642, -0.792, 0.522)  0.007
O (-0.894, -1.958, 0.139)  0.013
N (1.269, 2.061, -0.680)  -0.001
H (-2.079, -2.121, 2.234)  0.000
H (-2.878, -0.645, 2.804)  0.000
H (-1.394, -1.219, 3.595)  0.000
H (-1.171, 1.351, 3.055)  0.000
H (0.225, 2.789, 1.618)  0.000
H (1.521, 3.019, -0.421)  0.000
H (1.746, 1.744, -1.542)  -0.003

=====

Record 2
Entry from the Open Molecules 2025 dataset: C8H7O6Tc as an isolated structure (ωB97M-V with the def2-TZVPD basis set).

Computed properties:
Kohn-Sham gap (alpha / beta) (eV): 8.95 / 6.27
Multiplicity: 4
Charge: +3
Energy above the lowest of the compared OMol25 structures with the same formula, charge and spin (kcal/mol): 19.3

Last column: Mulliken spin population.
Atoms and positions in Å:
O (-1.223, -0.931, -2.507)  0.047
C (-0.727, -0.130, -1.808)  0.191
Tc (0.751, 2.591, -1.263)  1.820
C (0.954, 1.400, 0.334)  -0.118
O (1.185, 0.840, 1.318)  0.034
C (2.023, 3.795, -0.128)  -0.068
O (2.726, 4.481, 0.460)  0.089
C (-1.059, 3.096, -0.556)  -0.074
O (-2.064, 3.405, -0.130)  0.062
C (2.091, 1.473, -2.195)  -0.089
O (2.937, 0.862, -2.691)  0.080
H (-0.421, 1.689, -2.279)  0.114
C (-0.184, -2.970, 0.212)  0.095
C (-0.799, -1.758, 0.811)  -0.028
C (-1.240, -1.817, 2.240)  0.133
O (-0.947, -0.687, 0.179)  0.708
H (-0.553, -3.860, 0.705)  0.001
H (0.905, -2.949, 0.354)  -0.002
H (-0.386, -3.039, -0.840)  0.001
H (-0.479, -1.300, 2.871)  -0.004
H (-2.189, -1.322, 2.357)  -0.001
H (-1.300, -2.870, 2.556)  0.011

=====

Record 3
Entry from the Open Molecules 2025 dataset: one molecule with the formula C8H7P3 (ωB97M-V with the def2-TZVPD basis set).

Computed properties:
Structure (SMILES): c1ccc(C2=P#P=PC2)cc1
Kohn-Sham gap (alpha / beta) (eV): 7.08 / 7.08
Charge: 0

Last column: Mulliken charge in e.
Atoms and positions in Å:
C (0.401, -2.721, -0.816)  -0.542
C (1.217, -2.078, 0.102)  -0.458
C (-0.776, -2.160, -1.190)  -0.498
C (0.972, -0.783, 0.505)  -0.383
C (-1.049, -0.789, -0.866)  -0.622
C (-0.180, -0.210, 0.029)  0.883
C (-0.490, 1.429, 0.372)  -0.008
C (0.581, 2.410, 0.550)  -0.585
P (-2.179, 1.774, 0.588)  -0.058
P (0.048, 3.957, 1.539)  0.019
P (-2.001, 3.797, 1.246)  -0.109
H (0.554, -3.730, -1.070)  0.393
H (2.075, -2.565, 0.340)  0.457
H (-1.422, -2.551, -1.974)  0.338
H (1.581, -0.140, 1.320)  0.125
H (-1.917, -0.346, -1.199)  0.425
H (1.473, 2.000, 1.063)  0.319
H (1.111, 2.708, -0.539)  0.304

=====

Record 4
Entry from the Open Molecules 2025 dataset: C8H8 as an isolated structure (ωB97M-V with the def2-TZVPD basis set).

Computed properties:
Kohn-Sham gap (eV): 10.11
Charge: 0
Energy above the lowest of the compared OMol25 structures with the same formula, charge and spin (kcal/mol): 163.0

Last column: Mulliken charge in e.
Atoms and positions in Å:
C (2.643, -0.174, -0.044)  0.101
C (1.505, -0.360, -0.326)  -0.543
C (0.160, -1.017, -0.251)  -0.361
C (-0.616, -0.478, 0.930)  -0.280
C (-1.917, -0.451, 0.049)  -0.821
C (-0.885, 0.128, -0.950)  -0.115
C (-0.286, 1.393, -0.425)  -0.463
C (-0.121, 1.087, 0.809)  -0.549
H (3.567, 0.050, 0.640)  0.291
H (-0.014, -2.160, -0.565)  0.362
H (-0.348, -0.920, 1.818)  0.644
H (-2.494, -1.516, 0.180)  0.246
H (-2.689, 0.089, 0.581)  0.361
H (-0.956, 0.010, -2.046)  0.497
H (-0.330, 2.143, -1.261)  0.385
H (0.361, 1.526, 1.890)  0.247

=====

Record 5
Entry from the Open Molecules 2025 dataset: a 2-piece molecular cluster, C8H8 overall (ωB97M-V with the def2-TZVPD basis set).

Computed properties:
Structure (SMILES): c1ccccc1.C#C
Kohn-Sham gap (eV): 9.42
Charge: 0
Energy above the lowest of the compared OMol25 structures with the same formula, charge and spin (kcal/mol): 135.8

Last column: Mulliken charge in e.
Atoms and positions in Å:
C (2.309, 0.198, -0.892)  -0.639
C (1.580, -0.663, -0.524)  -0.468
C (-0.500, -1.256, 0.543)  -0.333
C (-1.335, -0.898, -0.441)  -0.268
C (-1.528, 0.420, -0.774)  -0.312
C (-0.840, 1.346, -0.126)  -0.287
C (0.000, 1.107, 0.992)  -0.412
C (0.278, -0.250, 1.200)  0.053
H (3.022, 0.927, -1.064)  0.406
H (0.930, -1.204, 0.017)  0.630
H (-0.459, -2.486, 0.665)  0.210
H (-1.954, -1.616, -1.002)  0.322
H (-2.322, 0.594, -1.604)  0.247
H (-0.652, 2.339, -0.549)  0.296
H (0.561, 1.893, 1.635)  0.302
H (1.093, -0.466, 2.038)  0.254

=====

Record 6
Entry from the Open Molecules 2025 dataset: one molecule with the formula C8H8BNO3 (ωB97M-V with the def2-TZVPD basis set).

Computed properties:
Kohn-Sham gap (eV): 9.40
Charge: 0
Energy above the lowest of the compared OMol25 structures with the same formula, charge and spin (kcal/mol): 3.6

Last column: Mulliken charge in e.
Atoms and positions in Å:
B (2.456, 0.058, 0.024)  0.640
C (-2.768, 0.086, 0.405)  -0.455
C (-2.215, 1.244, -0.082)  -0.433
C (-2.102, -1.158, 0.384)  -0.249
C (-0.880, 1.213, -0.618)  -0.696
C (-0.860, -1.185, -0.133)  0.650
C (-0.350, -0.020, -0.644)  0.092
C (0.017, -2.412, -0.126)  0.031
C (1.639, -0.836, -0.979)  -0.379
N (1.293, -2.136, -0.613)  -0.161
O (-0.382, -3.545, 0.146)  -0.644
O (2.612, 1.389, -0.105)  -0.492
O (2.633, -0.606, 1.194)  -0.570
H (-3.706, 0.130, 1.038)  0.278
H (-2.701, 2.101, 0.181)  0.464
H (-2.551, -2.198, 0.461)  0.325
H (-0.575, 2.106, -1.214)  0.375
H (1.649, -0.787, -2.105)  0.357
H (1.931, -2.816, -0.104)  0.328
H (3.248, 1.765, 0.501)  0.280
H (2.891, -0.029, 1.862)  0.261

=====

Record 7
Entry from the Open Molecules 2025 dataset: C8H8BrO3Tl as an isolated structure (ωB97M-V with the def2-TZVPD basis set).

Computed properties:
Kohn-Sham gap (eV): 8.67
Charge: 0
Energy above the lowest of the compared OMol25 structures with the same formula, charge and spin (kcal/mol): 1.2

Last column: Mulliken charge in e.
Atoms and positions in Å:
Tl (-3.953, -0.281, -0.086)  0.706
C (-2.913, 0.170, 3.496)  -0.661
O (-2.805, 0.088, 2.083)  -0.475
H (-2.635, 1.165, 3.854)  0.257
H (-2.270, -0.567, 3.983)  0.254
H (-3.948, -0.025, 3.777)  0.232
H (-1.834, 0.184, 1.813)  0.607
Br (4.547, -0.097, -3.457)  -0.199
C (2.979, -0.073, -2.383)  0.159
C (1.759, -0.365, -2.970)  -0.494
C (0.618, -0.341, -2.186)  -0.353
C (0.701, -0.039, -0.830)  0.135
C (1.935, 0.243, -0.261)  -0.347
C (3.083, 0.233, -1.037)  -0.494
C (-0.551, -0.029, 0.009)  0.780
O (-0.441, 0.059, 1.248)  -0.863
O (-1.660, -0.093, -0.612)  -0.822
H (1.709, -0.604, -4.024)  0.408
H (-0.355, -0.553, -2.605)  0.366
H (1.984, 0.467, 0.796)  0.391
H (4.051, 0.458, -0.609)  0.413

=====

Record 8
Entry from the Open Molecules 2025 dataset: a 5-piece molecular cluster, C8H8Cl14O3 overall (ωB97M-V with the def2-TZVPD basis set).

Computed properties:
Structure (SMILES): C/C(Cl)=C(/Cl)OC(=O)O.ClC(Cl)Cl.ClC(Cl)Cl.ClC(Cl)Cl.ClC(Cl)Cl
Kohn-Sham gap (eV): 10.03
Charge: 0
Energy above the lowest of the compared OMol25 structures with the same formula, charge and spin (kcal/mol): 13.5

Last column: Mulliken charge in e.
Atoms and positions in Å:
C (0.053, 2.598, -1.257)  -1.011
C (-0.159, 1.091, -1.096)  0.463
Cl (-1.493, 0.492, -0.111)  -0.088
C (0.663, 0.234, -1.674)  0.095
Cl (0.440, -1.510, -1.481)  -0.131
O (1.765, 0.641, -2.440)  -0.299
C (2.782, 0.936, -1.573)  0.541
O (3.612, 1.737, -1.804)  -0.496
O (2.849, 0.229, -0.407)  -0.306
H (0.278, 3.082, -0.289)  0.284
H (0.909, 2.770, -1.930)  0.276
H (-0.825, 3.066, -1.739)  0.343
H (3.801, 0.114, -0.254)  0.314
C (-2.469, -2.970, 1.769)  -0.065
Cl (-0.903, -2.167, 1.634)  -0.007
Cl (-3.777, -1.865, 1.331)  -0.075
Cl (-2.514, -4.417, 0.758)  -0.136
H (-2.611, -3.270, 2.800)  0.296
C (-7.700, -0.807, 2.538)  0.053
Cl (-7.846, 0.776, 3.306)  -0.119
Cl (-6.912, -0.665, 0.963)  -0.115
Cl (-6.817, -1.925, 3.581)  -0.114
H (-8.697, -1.203, 2.383)  0.296
C (2.358, -2.647, 4.050)  0.030
Cl (2.110, -4.380, 3.818)  -0.117
Cl (3.892, -2.341, 4.870)  -0.129
Cl (2.296, -1.798, 2.504)  -0.055
H (1.557, -2.270, 4.676)  0.272
C (4.667, 3.264, -4.873)  0.325
Cl (6.197, 4.102, -5.151)  -0.133
Cl (3.302, 4.330, -5.223)  -0.139
Cl (4.576, 1.796, -5.853)  -0.133
H (4.619, 2.979, -3.827)  0.082

=====

Record 9
Entry from the Open Molecules 2025 dataset: one molecule with the formula C8H8Cl2FNO5 (ωB97M-V with the def2-TZVPD basis set).

Computed properties:
Structure (SMILES): O=C(F)NC(=O)[C@H]1OC(=O)O[C@@]1(Cl)CCCCl
Kohn-Sham gap (eV): 10.39
Charge: 0
Energy above the lowest of the compared OMol25 structures with the same formula, charge and spin (kcal/mol): 0.0

Last column: Mulliken charge in e.
Atoms and positions in Å:
O (0.435, -2.216, 1.032)  -0.412
C (1.598, -1.780, 1.119)  0.516
F (2.593, -2.489, 0.367)  -0.229
N (2.032, -0.654, 1.952)  -0.214
C (1.929, 0.646, 1.273)  0.027
O (2.123, 1.675, 1.984)  -0.545
C (1.648, 0.887, -0.282)  0.162
O (2.594, 0.155, -1.134)  -0.325
C (1.684, -0.602, -1.982)  0.501
O (2.154, -1.130, -2.998)  -0.524
O (0.316, -0.593, -1.494)  -0.263
C (0.147, 0.699, -0.860)  0.576
Cl (-0.129, 1.837, -2.299)  -0.147
C (-0.856, 0.861, 0.375)  -0.634
C (-2.425, 0.840, -0.073)  -0.703
C (-2.815, -0.733, -0.167)  -0.325
Cl (-4.511, -0.802, -0.885)  -0.220
H (1.464, -0.625, 2.821)  0.362
H (1.867, 1.975, -0.610)  0.567
H (-0.614, 1.891, 0.846)  0.380
H (-0.745, 0.023, 1.152)  0.174
H (-3.031, 1.251, 0.819)  0.347
H (-2.607, 1.408, -1.044)  0.384
H (-2.043, -1.319, -0.796)  0.235
H (-2.806, -1.204, 0.886)  0.311

=====

Record 10
Entry from the Open Molecules 2025 dataset: C8H8Cl2IrN2O3Sm as an isolated structure (ωB97M-V with the def2-TZVPD basis set).

Computed properties:
Kohn-Sham gap (alpha / beta) (eV): 7.32 / 5.93
Multiplicity: 10
Charge: +4
Energy above the lowest of the compared OMol25 structures with the same formula, charge and spin (kcal/mol): 18.2

Last column: Mulliken spin population.
Atoms and positions in Å:
Ir (-0.285, -1.589, -5.682)  2.422
Sm (-0.261, -0.471, -1.306)  5.078
Cl (-1.114, -0.170, -3.861)  0.095
Cl (1.786, -1.587, -2.072)  -0.041
C (-0.565, -1.819, 0.815)  0.007
C (-0.711, -0.170, -6.781)  0.196
C (0.391, -3.084, -6.547)  0.098
O (-0.552, -2.510, 1.750)  0.026
O (-0.968, 0.792, -7.411)  0.027
O (0.792, -4.017, -7.125)  0.134
C (2.264, 1.210, 3.702)  0.028
C (1.100, 0.910, 2.870)  0.251
C (-0.202, 1.338, 3.085)  0.255
C (-0.935, 0.960, 1.971)  0.072
N (-0.099, 0.346, 1.060)  0.320
N (1.124, 0.274, 1.684)  -0.044
C (-2.368, 1.018, 1.705)  0.019
H (2.535, 2.269, 3.573)  0.048
H (1.959, 1.120, 4.749)  0.024
H (3.118, 0.554, 3.510)  0.001
H (-0.569, 1.836, 3.983)  -0.003
H (1.819, -0.388, 1.350)  -0.004
H (-2.867, 1.332, 2.640)  -0.002
H (-2.594, 1.793, 0.951)  -0.003
H (-2.800, 0.054, 1.387)  -0.004

=====

Record 11
Entry from the Open Molecules 2025 dataset: one molecule with the formula C8H8ClN3 (ωB97M-V with the def2-TZVPD basis set).

Computed properties:
Structure (SMILES): Cl[C@@]1(n2cccn2)CC=CC=N1
Kohn-Sham gap (eV): 9.37
Charge: 0
Energy above the lowest of the compared OMol25 structures with the same formula, charge and spin (kcal/mol): 87.9

Last column: Mulliken charge in e.
Atoms and positions in Å:
C (1.475, 2.429, 1.227)  -0.942
C (0.491, 1.910, 1.979)  -0.219
C (1.299, 1.882, -0.006)  -0.192
C (-0.397, -2.626, -0.448)  -0.367
C (-1.437, -1.923, -0.021)  -0.540
C (0.811, -1.896, -0.914)  -0.147
C (-1.632, -0.473, -0.479)  -0.703
C (-0.376, 0.114, -1.017)  0.825
N (-0.257, 1.104, 1.312)  -1.029
N (0.801, -0.667, -1.250)  -0.585
N (0.231, 1.108, 0.131)  0.713
Cl (-0.629, 1.167, -2.391)  -0.151
H (2.242, 3.063, 1.465)  0.459
H (0.190, 1.988, 2.976)  0.503
H (1.885, 2.014, -0.821)  0.498
H (-0.170, -3.679, -0.288)  0.342
H (-2.090, -2.570, 0.513)  0.404
H (1.686, -2.430, -1.023)  0.466
H (-2.272, -0.665, -1.377)  0.304
H (-1.851, 0.149, 0.431)  0.362

=====

Record 12
Entry from the Open Molecules 2025 dataset: C8H8ClNO2S as an isolated structure (ωB97M-V with the def2-TZVPD basis set).

Computed properties:
Kohn-Sham gap (alpha / beta) (eV): 5.37 / 6.22
Multiplicity: 3
Charge: 0

Last column: Mulliken spin population.
Atoms and positions in Å:
C (-1.373, -2.333, 1.330)  0.299
C (-1.457, -1.197, 0.965)  0.383
C (-2.643, 1.656, -1.118)  0.126
C (-3.851, 1.310, -0.597)  0.063
C (-0.277, 1.272, -0.848)  0.037
C (-1.919, 0.774, 0.947)  0.362
C (2.529, -0.394, -0.156)  0.001
C (1.957, 1.015, 0.044)  0.001
N (-1.555, 1.360, -0.286)  0.178
O (0.046, 1.516, -1.969)  0.069
O (0.597, 0.916, 0.194)  -0.009
S (-3.689, 0.886, 1.093)  0.449
Cl (2.544, 1.679, 1.613)  0.003
H (-1.289, -3.311, 1.481)  0.024
H (-2.428, 2.155, -2.021)  0.027
H (-4.817, 1.695, -0.818)  -0.004
H (-1.523, 1.362, 1.802)  -0.012
H (2.363, -0.776, 0.776)  0.001
H (1.883, -0.940, -0.813)  0.001
H (3.512, -0.167, -0.585)  0.000
H (2.286, 1.669, -0.782)  0.001

=====

no.,maximum force (eV/Å)
1,8.39
2,7.02
3,5.57
4,7.30
5,5.48
6,5.38
7,0.41
8,2.12
9,5.44
10,12.25
11,5.44
12,3.54